(1)
{
  "formula": "C47H52BrN3O5PTeTi",
  "method": "ωB97M-V with the def2-TZVPD basis set",
  "elements": ["Ti", "Br", "C", "C", "C", "C", "O", "C", "C", "N", "C", "C", "C", "C", "C", "C", "C", "C", "N", "C", "C", "H", "H", "H", "H", "H", "H", "H", "H", "H", "H", "C", "C", "O", "P", "O", "C", "C", "O", "C", "C", "H", "H", "H", "H", "H", "H", "H", "H", "H", "H", "H", "H", "H", "H", "H", "C", "C", "C", "C", "C", "C", "Te", "N", "C", "O", "C", "C", "C", "C", "C", "C", "C", "C", "C", "C", "C", "C", "C", "C", "C", "C", "C", "C", "H", "H", "H", "H", "H", "H", "H", "H", "H", "H", "H", "H", "H", "H", "H", "H", "H", "H", "H", "H", "H", "H", "H", "H", "H", "H", "H"],
  "xyz": [[-0.78, 1.31, 1.73], [-6.95, 1.85, 5.74], [-5.48, 1.39, 4.64], [-5.63, 0.42, 3.65], [-4.59, 0.08, 2.83], [-3.32, 0.70, 2.96], [-2.35, 0.33, 2.16], [-3.17, 1.67, 3.99], [-1.88, 2.21, 4.35], [-0.85, 2.11, 3.61], [0.47, 2.29, 4.10], [0.90, 3.24, 4.98], [2.21, 3.17, 5.50], [3.05, 2.15, 5.16], [2.63, 1.16, 4.24], [3.43, 0.06, 3.85], [2.93, -0.86, 2.97], [1.64, -0.67, 2.43], [0.88, 0.34, 2.77], [1.35, 1.26, 3.68], [-4.26, 1.99, 4.82], [-6.60, -0.06, 3.52], [-4.70, -0.65, 2.04], [-1.81, 2.70, 5.33], [0.24, 4.04, 5.28], [2.54, 3.94, 6.19], [4.05, 2.10, 5.57], [4.42, -0.05, 4.26], [3.52, -1.71, 2.64], [1.26, -1.32, 1.65], [-4.13, 2.73, 5.60], [-2.69, 4.06, -3.95], [-2.41, 2.69, -3.40], [-3.42, 2.35, -2.42], [-2.85, 1.83, -0.98], [-2.94, 0.22, -1.07], [-4.16, -0.49, -1.33], [-3.97, -1.93, -0.90], [-4.21, 2.08, -0.09], [-4.36, 3.43, 0.38], [-5.66, 3.53, 1.14], [-1.94, 4.32, -4.70], [-2.64, 4.81, -3.16], [-3.68, 4.10, -4.41], [-1.42, 2.66, -2.93], [-2.44, 1.93, -4.18], [-4.38, -0.42, -2.40], [-4.98, -0.02, -0.79], [-3.18, -2.41, -1.46], [-4.90, -2.49, -1.04], [-3.71, -1.96, 0.16], [-4.35, 4.11, -0.47], [-3.51, 3.68, 1.02], [-6.51, 3.40, 0.47], [-5.74, 4.51, 1.62], [-5.71, 2.77, 1.92], [7.90, -2.60, -1.20], [6.43, -2.35, -1.31], [5.62, -3.15, -2.10], [4.25, -2.94, -2.23], [3.46, -3.81, -3.16], [3.67, -1.89, -1.50], [1.60, -1.43, -1.49], [0.38, 1.26, 0.09], [0.27, 2.53, 0.05], [-0.34, 3.16, 1.08], [0.67, 3.37, -1.12], [1.40, 2.80, -2.16], [1.70, 3.53, -3.29], [1.26, 4.84, -3.41], [0.53, 5.42, -2.38], [0.24, 4.69, -1.23], [0.71, -3.36, -1.59], [1.04, -4.36, -0.67], [2.09, -4.20, 0.39], [0.37, -5.58, -0.74], [-0.61, -5.83, -1.69], [-1.30, -7.16, -1.77], [-0.92, -4.81, -2.59], [-0.27, -3.59, -2.56], [-0.65, -2.55, -3.59], [4.47, -1.03, -0.73], [3.90, 0.19, -0.04], [5.83, -1.28, -0.65], [8.17, -3.59, -1.58], [8.24, -2.54, -0.16], [8.47, -1.87, -1.77], [6.07, -3.97, -2.66], [4.12, -4.27, -3.89], [2.70, -3.23, -3.69], [2.93, -4.61, -2.63], [1.69, 1.75, -2.06], [2.27, 3.08, -4.09], [1.49, 5.42, -4.30], [0.18, 6.44, -2.47], [-0.33, 5.12, -0.42], [1.65, -4.35, 1.38], [2.56, -3.22, 0.37], [2.88, -4.94, 0.27], [0.63, -6.36, -0.03], [-1.09, -7.77, -0.89], [-0.98, -7.72, -2.65], [-2.39, -7.03, -1.84], [-1.69, -4.98, -3.34], [-1.37, -2.96, -4.30], [0.23, -2.21, -4.15], [-1.09, -1.66, -3.13], [2.88, 0.05, 0.33], [3.86, 1.02, -0.75], [4.54, 0.50, 0.79], [6.45, -0.62, -0.04]],
  "e_homo_ev": [-6.68, -7.11],
  "s_squared": 0.755,
  "e_lumo_ha": [-0.03061, -0.03005],
  "spin_multiplicity": 2
}

(2)
{
  "formula": "C47H52BrN4O5SSiTi",
  "method": "ωB97M-V with the def2-TZVPD basis set",
  "elements": ["Ti", "C", "C", "C", "C", "N", "C", "C", "C", "C", "C", "C", "N", "H", "H", "H", "H", "H", "H", "H", "H", "Br", "C", "C", "C", "C", "C", "C", "C", "C", "C", "C", "H", "H", "H", "H", "H", "H", "C", "C", "C", "C", "O", "Si", "S", "O", "C", "C", "C", "C", "O", "C", "C", "C", "C", "H", "H", "H", "H", "H", "H", "H", "H", "H", "H", "H", "H", "H", "H", "H", "H", "H", "H", "H", "H", "H", "H", "H", "H", "H", "H", "H", "O", "C", "N", "C", "C", "O", "N", "C", "C", "C", "C", "C", "C", "C", "C", "C", "C", "C", "C", "H", "H", "H", "H", "H", "H", "H", "H", "H", "H", "H"],
  "xyz": [[0.66, -0.18, -0.49], [-3.27, -1.48, 1.04], [-4.11, -1.41, -0.09], [-3.57, -0.97, -1.27], [-2.21, -0.60, -1.34], [-1.41, -0.63, -0.22], [-1.97, -1.08, 0.93], [-1.56, -0.24, -2.55], [-2.21, -0.11, -3.80], [-1.48, 0.15, -4.93], [-0.08, 0.30, -4.83], [0.49, 0.20, -3.59], [-0.20, -0.06, -2.46], [-3.64, -1.83, 2.00], [-5.15, -1.70, -0.04], [-4.19, -0.92, -2.16], [-1.31, -1.10, 1.78], [-3.28, -0.22, -3.87], [-1.98, 0.25, -5.89], [0.54, 0.50, -5.69], [1.56, 0.33, -3.45], [3.74, -0.43, 0.50], [4.14, 1.14, -0.48], [5.47, 1.47, -0.54], [5.87, 2.66, -1.18], [4.92, 3.49, -1.69], [3.55, 3.17, -1.62], [2.59, 4.09, -2.12], [1.26, 3.81, -2.02], [0.84, 2.58, -1.47], [1.71, 1.62, -0.99], [3.10, 1.95, -1.03], [6.20, 0.81, -0.10], [6.92, 2.91, -1.23], [5.21, 4.43, -2.17], [2.94, 5.01, -2.57], [0.52, 4.51, -2.39], [-0.22, 2.40, -1.43], [-3.96, 1.72, 1.50], [-2.90, 2.73, 1.07], [-3.13, 3.12, -0.38], [-2.93, 3.97, 1.96], [-1.61, 2.10, 1.13], [-0.63, 1.82, 2.42], [0.82, 0.42, 1.99], [-1.68, 1.34, 3.60], [-1.58, 1.19, 5.01], [-2.81, 0.38, 5.43], [-1.61, 2.57, 5.67], [-0.31, 0.44, 5.39], [-0.04, 3.28, 2.91], [1.24, 3.91, 2.99], [1.88, 3.96, 1.61], [2.14, 3.17, 3.98], [0.95, 5.32, 3.50], [-4.95, 2.18, 1.45], [-3.78, 1.38, 2.52], [-3.95, 0.86, 0.84], [-4.12, 3.56, -0.51], [-3.05, 2.24, -1.02], [-2.38, 3.86, -0.70], [-3.89, 4.48, 1.85], [-2.13, 4.65, 1.68], [-2.80, 3.70, 3.01], [-3.72, 0.92, 5.16], [-2.81, 0.20, 6.50], [-2.81, -0.58, 4.91], [-2.51, 3.10, 5.37], [-0.75, 3.16, 5.37], [-1.61, 2.46, 6.76], [-0.30, -0.55, 4.94], [-0.24, 0.34, 6.47], [0.58, 0.97, 5.03], [2.06, 2.94, 1.25], [2.82, 4.50, 1.64], [1.21, 4.45, 0.90], [2.27, 2.14, 3.66], [1.71, 3.19, 4.98], [3.12, 3.66, 4.01], [0.37, 5.88, 2.76], [1.88, 5.86, 3.69], [0.37, 5.28, 4.42], [2.97, -1.31, -2.46], [2.28, -2.22, -2.03], [2.38, -3.54, -2.46], [1.18, -4.27, -2.09], [0.58, -3.28, -1.05], [-0.38, -3.56, -0.37], [1.28, -2.11, -1.08], [0.25, -4.41, -3.29], [0.62, -5.30, -4.30], [-0.14, -5.42, -5.45], [-1.28, -4.64, -5.61], [-1.65, -3.76, -4.61], [-0.89, -3.64, -3.45], [1.47, -5.60, -1.42], [2.74, -5.93, -0.98], [2.98, -7.14, -0.34], [1.94, -8.03, -0.13], [0.66, -7.70, -0.56], [0.43, -6.50, -1.20], [2.80, -3.67, -3.37], [1.50, -5.93, -4.17], [0.16, -6.12, -6.23], [-1.88, -4.72, -6.51], [-2.53, -3.14, -4.73], [-1.20, -2.95, -2.68], [3.55, -5.22, -1.14], [3.98, -7.38, -0.01], [2.12, -8.97, 0.37], [-0.16, -8.39, -0.39], [-0.57, -6.24, -1.53]],
  "e_homo_ev": [-2.78, -5.08],
  "s_squared": 2.020,
  "e_lumo_ha": [0.09313, 0.09096],
  "spin_multiplicity": 3,
  "charge": -1
}

(3)
{
  "formula": "C47H52ClGeN3O2TeW",
  "method": "ωB97M-V with the def2-TZVPD basis set",
  "elements": ["W", "Cl", "C", "C", "C", "C", "O", "C", "C", "N", "C", "C", "C", "C", "C", "C", "C", "C", "N", "C", "C", "H", "H", "H", "H", "H", "H", "H", "H", "H", "H", "C", "C", "C", "C", "C", "C", "Te", "N", "C", "O", "C", "C", "C", "C", "C", "C", "C", "C", "C", "C", "C", "C", "C", "C", "C", "C", "H", "H", "H", "H", "H", "H", "H", "H", "H", "H", "H", "H", "H", "H", "H", "H", "H", "H", "H", "H", "H", "H", "H", "C", "C", "C", "C", "Ge", "C", "C", "C", "C", "H", "H", "H", "H", "H", "H", "H", "H", "H", "H", "H", "H", "H", "H", "H", "H", "H", "H", "H"],
  "xyz": [[-1.72, 0.85, -0.31], [-7.81, -2.55, -1.22], [-6.32, -1.74, -1.45], [-5.38, -2.26, -2.36], [-4.15, -1.65, -2.49], [-3.85, -0.50, -1.77], [-2.57, 0.02, -1.76], [-4.83, 0.11, -0.91], [-4.65, 1.40, -0.36], [-3.48, 2.10, -0.55], [-3.46, 3.48, -0.43], [-4.57, 4.33, -0.40], [-4.42, 5.71, -0.33], [-3.17, 6.29, -0.30], [-2.01, 5.49, -0.37], [-0.71, 6.01, -0.38], [0.37, 5.16, -0.44], [0.14, 3.79, -0.48], [-1.08, 3.23, -0.52], [-2.16, 4.07, -0.44], [-6.06, -0.57, -0.75], [-5.61, -3.15, -2.92], [-3.40, -2.06, -3.15], [-5.48, 1.87, 0.15], [-5.57, 3.91, -0.47], [-5.29, 6.33, -0.32], [-3.05, 7.36, -0.23], [-0.56, 7.08, -0.34], [1.37, 5.54, -0.45], [0.98, 3.10, -0.46], [-6.80, -0.17, -0.09], [8.22, -1.26, -1.19], [6.81, -0.92, -0.92], [6.42, -0.34, 0.29], [5.10, -0.07, 0.58], [4.71, 0.46, 1.92], [4.14, -0.28, -0.43], [2.21, 0.57, 0.04], [-0.15, 1.03, 0.84], [-0.92, 1.05, 1.89], [-2.23, 0.92, 1.53], [-0.58, 1.09, 3.29], [0.76, 1.05, 3.72], [1.05, 1.04, 5.07], [0.02, 1.08, 6.01], [-1.31, 1.13, 5.60], [-1.60, 1.14, 4.25], [1.49, 1.11, -1.90], [0.29, 0.52, -2.33], [-0.45, 1.10, -3.38], [0.06, 2.22, -4.02], [1.31, 2.72, -3.67], [2.03, 2.19, -2.60], [3.36, 2.77, -2.25], [4.48, -0.99, -1.60], [3.41, -1.46, -2.54], [5.81, -1.27, -1.84], [8.88, -0.88, -0.41], [8.52, -0.86, -2.16], [8.35, -2.34, -1.26], [7.18, -0.12, 1.03], [5.53, 0.36, 2.63], [3.85, -0.10, 2.31], [4.44, 1.51, 1.86], [1.55, 1.03, 2.98], [2.07, 1.01, 5.40], [0.26, 1.06, 7.06], [-2.10, 1.15, 6.32], [-2.63, 1.19, 3.91], [0.05, -0.50, -2.02], [-1.34, 0.61, -3.76], [-0.48, 2.68, -4.83], [1.72, 3.54, -4.23], [3.52, 3.71, -2.78], [4.16, 2.09, -2.55], [3.46, 2.95, -1.18], [2.49, -1.65, -1.99], [3.72, -2.38, -3.03], [3.23, -0.71, -3.31], [6.08, -1.79, -2.75], [-2.77, -4.98, -0.75], [-3.63, -4.76, 0.48], [-3.03, -3.79, 1.49], [-3.09, -2.32, 1.06], [-1.39, -1.61, 0.17], [0.19, -2.37, 1.21], [0.89, -3.53, 0.50], [2.40, -3.53, 0.76], [2.73, -3.78, 2.23], [-3.21, -5.75, -1.38], [-1.77, -5.30, -0.46], [-2.69, -4.07, -1.33], [-3.75, -5.72, 0.99], [-4.62, -4.42, 0.18], [-2.00, -4.09, 1.69], [-3.58, -3.88, 2.43], [-3.24, -1.69, 1.94], [-3.95, -2.17, 0.41], [-1.23, -2.45, -1.13], [-0.15, -2.67, 2.20], [0.93, -1.57, 1.38], [0.71, -3.49, -0.58], [0.47, -4.47, 0.85], [2.82, -2.56, 0.44], [2.86, -4.30, 0.15], [2.35, -2.97, 2.85], [3.81, -3.85, 2.36], [2.28, -4.71, 2.55]],
  "e_homo_ev": [-15.70, -15.78],
  "s_squared": 0.765,
  "e_lumo_ha": [-0.36545, -0.37693],
  "spin_multiplicity": 2,
  "charge": 3
}

(4)
{
  "formula": "C47H53AsBrF3N5OPPt",
  "method": "ωB97M-V with the def2-TZVPD basis set",
  "elements": ["Pt", "O", "As", "C", "C", "C", "C", "C", "C", "C", "C", "C", "C", "C", "C", "C", "C", "C", "C", "C", "C", "H", "H", "H", "H", "H", "H", "H", "H", "H", "H", "H", "H", "H", "H", "H", "N", "P", "N", "C", "C", "C", "C", "C", "N", "C", "C", "C", "C", "C", "N", "C", "C", "C", "C", "C", "H", "H", "H", "H", "H", "H", "H", "H", "H", "H", "H", "H", "H", "H", "H", "H", "H", "H", "H", "H", "H", "H", "H", "H", "H", "H", "H", "H", "H", "H", "F", "C", "F", "F", "C", "C", "C", "C", "C", "C", "C", "C", "H", "H", "H", "H", "Br", "C", "C", "C", "N", "C", "C", "H", "H", "H", "H"],
  "xyz": [[0.58, -1.07, 0.97], [1.21, 0.24, 2.55], [2.51, 1.14, 1.98], [2.28, 1.25, 0.04], [3.30, 0.86, -0.76], [3.11, 0.82, -2.16], [1.93, 1.24, -2.78], [0.92, 1.69, -1.99], [0.95, 1.65, -0.51], [4.18, 0.24, 2.20], [4.24, -1.13, 1.98], [5.46, -1.77, 2.07], [6.61, -1.05, 2.38], [6.54, 0.32, 2.60], [5.32, 0.98, 2.51], [2.58, 2.84, 2.83], [2.68, 2.84, 4.22], [2.72, 4.05, 4.89], [2.65, 5.24, 4.17], [2.56, 5.23, 2.79], [2.52, 4.02, 2.11], [4.25, 0.54, -0.35], [3.93, 0.45, -2.77], [1.85, 1.22, -3.85], [0.02, 2.07, -2.45], [0.72, 2.66, -0.12], [3.34, -1.69, 1.74], [5.52, -2.84, 1.91], [7.56, -1.56, 2.45], [7.43, 0.88, 2.85], [5.26, 2.04, 2.70], [2.73, 1.91, 4.78], [2.80, 4.07, 5.96], [2.69, 6.19, 4.70], [2.52, 6.16, 2.24], [2.46, 4.02, 1.03], [-0.04, 0.67, 0.02], [-1.61, 1.01, -0.38], [-1.80, 2.65, -0.35], [-1.75, 3.27, 0.99], [-2.32, 4.68, 0.94], [-1.45, 5.56, 0.05], [-1.12, 4.84, -1.28], [-1.96, 3.58, -1.48], [-2.53, 0.27, 0.75], [-3.97, 0.08, 0.41], [-4.84, 0.23, 1.64], [-4.52, -0.86, 2.66], [-3.00, -1.12, 2.71], [-2.23, 0.07, 2.18], [-2.00, 0.58, -1.92], [-1.53, -0.75, -2.39], [-1.88, -0.96, -3.87], [-1.87, 0.37, -4.61], [-2.99, 1.26, -4.07], [-3.26, 0.96, -2.59], [-0.71, 3.32, 1.36], [-2.31, 2.66, 1.69], [-2.37, 5.08, 1.95], [-3.35, 4.64, 0.57], [-0.52, 5.79, 0.58], [-1.94, 6.51, -0.15], [-0.05, 4.57, -1.32], [-1.30, 5.50, -2.13], [-1.68, 3.08, -2.40], [-3.01, 3.86, -1.59], [-4.11, -0.92, -0.02], [-4.27, 0.80, -0.35], [-5.89, 0.19, 1.34], [-4.69, 1.23, 2.07], [-5.05, -1.78, 2.41], [-4.88, -0.56, 3.65], [-2.73, -1.99, 2.11], [-2.68, -1.33, 3.73], [-1.16, -0.08, 2.31], [-2.48, 0.97, 2.76], [-1.96, -1.55, -1.77], [-0.46, -0.81, -2.25], [-2.86, -1.43, -3.97], [-1.16, -1.67, -4.29], [-1.98, 0.22, -5.68], [-0.90, 0.86, -4.46], [-3.92, 1.08, -4.62], [-2.75, 2.32, -4.21], [-3.97, 0.14, -2.48], [-3.71, 1.82, -2.09], [-1.45, -7.43, -5.74], [-0.40, -6.61, -5.89], [-0.63, -5.87, -6.99], [0.68, -7.37, -6.14], [-0.20, -5.74, -4.68], [1.08, -5.31, -4.34], [1.25, -4.47, -3.26], [0.16, -4.04, -2.51], [-1.12, -4.48, -2.86], [-1.30, -5.33, -3.94], [0.32, -3.13, -1.41], [0.42, -2.34, -0.50], [1.93, -5.65, -4.91], [2.25, -4.14, -2.98], [-1.98, -4.17, -2.28], [-2.29, -5.68, -4.20], [0.75, -6.06, 5.47], [0.79, -4.71, 4.18], [0.43, -4.97, 2.87], [0.45, -3.94, 1.95], [0.82, -2.69, 2.26], [1.18, -2.45, 3.54], [1.18, -3.42, 4.52], [0.12, -5.96, 2.55], [0.18, -4.11, 0.92], [1.47, -1.43, 3.77], [1.47, -3.16, 5.52]],
  "e_homo_ev": -12.41,
  "e_lumo_ha": -0.29663,
  "spin_multiplicity": 1,
  "charge": 2
}

| no. | E_tot (hartree) |
| --- | --- |
| 1 | -6395.66395 |
| 2 | -6529.01231 |
| 3 | -5008.14241 |
| 4 | -7741.32230 |